(1)
Computed, not measured: one molecule with the formula C3H6O3 at a distorted geometry, with ωB97M-V/def2-TZVPD.

Positions of all 12 atoms, in Å:
C (1.0131, -0.5579, 0.1678)
C (-0.1894, 0.1775, -0.3070)
C (-1.4897, -0.3317, 0.1444)
O (0.5631, -0.5458, -1.2470)
O (2.1650, 0.0683, 0.4994)
O (-0.0724, 1.5523, -0.4800)
H (0.9249, -1.5711, 0.6960)
H (-1.4553, -0.1884, 1.1998)
H (-1.5194, -1.3898, -0.0829)
H (-2.4063, 0.0674, -0.4255)
H (1.9380, 0.9122, 1.0148)
H (0.5285, 1.8070, -1.1797)

## Properties
relative energy (zero: lowest compared OMol25 entry of this formula, charge and spin) = 2.158 eV
charge = 0



(2)
Computed, not measured: C3H6O3 as an isolated structure at a distorted geometry, with ωB97M-V/def2-TZVPD.

Positions of all 12 atoms, in Å:
C (0.0359, -0.6221, -1.2933)
C (0.7265, 0.2510, -0.1165)
C (-0.2775, 0.6440, 1.0748)
H (-1.7092, -1.5042, -0.3296)
H (0.6405, -1.8268, -1.0649)
H (0.3807, -0.1983, -2.3343)
H (-0.5300, -0.4865, 1.4731)
H (-1.2377, 0.8252, 0.5720)
H (1.0707, 1.5453, 1.3608)
O (-1.2029, -0.9038, -1.1315)
O (1.8266, 0.7354, -0.0776)
O (0.2765, 1.5409, 1.8669)

## Properties
relative energy (zero: lowest compared OMol25 entry of this formula, charge and spin) = 4.298 eV
charge = 0